Entry 1:
64
Properties=species:S:1:pos:R:3:forces:R:3 method="wB97M-V/def2-TZVPD" multiplicity=5 relative_energy_kj_mol=105.37 s2=6.07 charge=+2 orbital_gap_ev="6.30 / 5.52" e_tot_ha=-3489.3745
Ru 0.89888 0.58266 0.01841 2.02 0.76 1.22
S 3.49318 5.49745 4.66938 -0.21 -0.35 -0.27
C 2.87342 4.42851 3.60135 0.30 0.46 0.35
S 2.48810 4.83785 1.95986 -0.14 -0.49 0.01
C 1.93087 3.26821 1.47512 0.11 0.54 -0.08
C 1.98412 2.27928 2.45742 0.31 0.27 0.65
S 1.48877 0.63662 2.28464 -0.64 -0.37 -0.88
S 2.56757 2.76536 4.00542 -0.18 -0.07 -0.53
S 1.37262 3.07540 -0.11381 -0.19 -0.62 -0.11
O 4.99251 -0.43927 -0.77355 -0.35 0.12 0.08
C 3.81886 -0.73705 -0.60729 0.61 -0.89 -0.06
O 2.83356 0.06121 -0.52039 -1.00 0.22 -0.06
C 3.50552 -2.27106 -0.55541 -0.35 0.73 -0.10
N 4.83633 -2.95217 -0.63760 0.28 0.32 0.07
C 4.85927 -3.82763 -1.85711 -0.16 -0.25 -0.31
C 3.38587 -4.10179 -2.12489 -0.04 0.11 0.09
C 2.72580 -2.76041 -1.78544 0.09 -0.17 -0.05
H 3.00486 -2.51540 0.37989 0.07 -0.09 0.03
H 5.05915 -3.47668 0.20392 -0.01 0.01 0.04
H 5.48043 -2.11802 -0.71265 -0.01 -0.27 0.02
H 5.45161 -4.71907 -1.67175 0.06 0.06 0.07
H 5.30996 -3.26653 -2.67369 0.04 0.08 0.08
H 3.01934 -4.88783 -1.46193 0.00 -0.02 -0.03
H 3.20874 -4.40973 -3.15272 0.03 -0.03 0.01
H 1.66159 -2.86111 -1.58238 0.00 0.03 0.03
H 2.85588 -2.06267 -2.61547 -0.02 0.02 0.03
C -1.65789 -1.22006 2.22620 -0.02 0.02 -0.08
C -1.97295 -1.20300 0.72359 0.38 0.16 0.01
C -3.46631 -1.43320 0.52260 -0.10 0.01 -0.04
C -1.12436 -2.26514 0.01028 -0.12 0.14 0.04
P -1.42910 0.48881 0.10852 -1.16 -0.47 -0.27
C -2.42205 1.72025 0.96899 0.47 0.05 0.13
C -1.83202 2.43519 2.01223 -0.06 -0.02 -0.06
C -2.57616 3.36354 2.72162 -0.02 0.05 0.04
C -3.90356 3.58723 2.38645 -0.01 -0.01 0.01
C -4.49339 2.87668 1.34933 -0.03 0.00 -0.03
C -3.75942 1.94117 0.63989 -0.02 -0.06 -0.04
C -1.59044 0.71487 -1.76356 0.09 0.13 0.17
C -1.69319 2.22586 -2.01842 0.02 -0.04 -0.02
C -2.74379 -0.01045 -2.44810 0.03 -0.05 0.03
C -0.26167 0.18736 -2.34962 -0.38 -0.21 0.32
H -1.97357 -2.17722 2.64490 -0.01 -0.02 -0.05
H -2.19317 -0.43354 2.75916 0.02 0.01 0.01
H -0.59032 -1.10571 2.41191 0.00 -0.03 0.07
H -3.71947 -2.41867 0.91938 0.02 0.00 0.02
H -3.76583 -1.41328 -0.52320 -0.01 -0.02 0.05
H -4.05309 -0.69904 1.07448 -0.02 -0.04 0.00
H -1.23693 -3.22458 0.51753 -0.03 0.00 0.00
H -0.06099 -1.99065 0.04793 0.00 -0.13 -0.02
H -1.42638 -2.39863 -1.02906 0.07 -0.01 -0.01
H -0.79623 2.25169 2.26697 -0.02 0.05 0.03
H -2.12595 3.91486 3.53655 0.02 -0.01 -0.01
H -4.48554 4.31462 2.93636 0.01 0.00 0.00
H -5.52901 3.05242 1.09151 0.00 -0.01 0.00
H -4.23483 1.38456 -0.15777 0.00 0.04 -0.01
H -2.66965 2.60935 -1.73277 -0.01 0.02 0.01
H -1.55184 2.42737 -3.08219 0.00 -0.07 -0.01
H -0.93957 2.78714 -1.46612 -0.02 0.07 -0.01
H -3.71381 0.31022 -2.07161 0.00 0.00 -0.02
H -2.66533 -1.09285 -2.34897 -0.04 0.02 -0.03
H -2.71135 0.22812 -3.51407 0.00 0.01 0.00
H 0.64068 0.66349 -1.88285 0.09 0.17 -0.66
H -0.18973 0.47245 -3.40050 0.18 0.12 0.04
H -0.18855 -0.89739 -2.29692 0.07 0.00 0.05

***

Entry 2:
72
Properties=species:S:1:pos:R:3:forces:R:3 method="wB97M-V/def2-TZVPD" charge=-1 orbital_gap_ev=5.85 e_tot_ha=-7784.6673
C -1.73837 4.05049 1.28962 -0.16 0.24 -0.07
C -2.43030 2.68508 1.15562 0.79 -0.11 -0.68
O -3.44445 2.45741 1.71883 -1.34 0.09 0.89
O -1.86460 1.66400 0.39568 0.92 0.91 0.65
C -0.93935 0.98904 1.31214 0.31 0.25 -0.69
C 0.04365 0.14345 0.46228 -0.23 -0.82 -1.27
C 0.74886 -1.00881 1.25392 -1.11 1.29 0.38
C 0.87329 -0.39818 2.70194 -0.70 -1.16 -0.26
Br -0.29150 -0.95689 4.16646 1.02 0.18 -0.67
C 1.75352 0.54442 3.00440 0.38 0.46 0.91
C 1.86962 1.19814 4.39040 0.83 1.13 -0.83
Br 3.02522 1.26436 1.67685 -0.62 -0.25 0.72
O 2.05947 -1.45394 0.83496 0.06 -0.38 1.07
C 2.22923 -2.61195 1.60358 -3.61 1.20 -0.20
O 3.20079 -3.19055 1.77142 3.29 -1.32 0.37
O 0.98309 -3.04251 2.12855 0.51 0.33 -1.23
C 0.08269 -2.42831 1.17904 -0.07 0.80 1.01
O -1.24028 -2.50373 1.58506 0.69 -0.12 -0.58
C -2.17797 -2.55173 0.51226 -1.74 -0.25 -0.17
C -3.57795 -2.01805 0.97772 0.22 -0.21 -0.97
N -4.07406 -1.12657 -0.10498 0.24 -0.02 1.43
C -5.42701 -0.63662 0.17020 -0.05 0.43 -1.92
C -5.70371 0.54715 -0.83044 -1.10 0.03 0.53
C -7.24346 0.88658 -0.88690 0.27 -0.26 0.41
O -4.99852 1.72686 -0.42854 -0.42 -0.83 -0.17
S 0.45759 -3.46663 -0.33397 -0.28 0.27 -0.34
C 0.70165 -2.34823 -1.76080 0.56 0.10 -0.57
C 2.05272 -2.75696 -2.41846 -1.10 1.78 -0.06
O 2.48612 -3.84831 -2.42977 0.57 -1.59 0.04
O 2.73379 -1.68967 -2.98195 -0.07 -0.34 0.86
C 4.06407 -1.61219 -2.42837 0.80 0.81 -0.12
C 4.75680 -0.37411 -3.04455 -0.21 -1.24 -0.41
C 6.20266 -0.16646 -2.51982 -0.48 0.22 -0.28
O 3.91475 0.75783 -2.74707 0.95 0.48 0.08
C 4.20544 1.85801 -3.50557 -0.03 0.89 1.90
O 4.23811 1.84892 -4.68325 0.24 -0.21 -1.71
C 4.49819 3.16421 -2.69354 -0.87 -1.78 -0.69
S 3.38515 3.25374 -1.23667 0.05 0.52 0.45
H -1.47473 4.49934 0.31344 0.07 -0.48 0.45
H -0.85127 4.01110 1.95467 -0.36 -0.19 -0.59
H -2.45813 4.73015 1.78408 0.31 -0.47 -0.27
H -1.56330 0.39943 2.00560 0.60 0.19 -0.16
H -0.36689 1.79475 1.81685 -0.30 -0.75 0.15
H -0.55914 -0.32533 -0.34493 0.19 0.43 0.42
H 0.77628 0.79560 -0.05784 -0.33 -0.35 0.53
H 2.57760 0.65928 5.05086 -0.75 -0.01 -0.29
H 0.89183 1.37340 4.86706 0.48 -0.56 -0.14
H 2.32000 2.20628 4.22927 -0.24 -0.60 0.12
H -1.91150 -1.94348 -0.37413 0.26 -0.13 0.64
H -2.33357 -3.59018 0.14925 0.45 0.45 0.32
H -4.30785 -2.85843 1.04650 0.58 0.23 0.56
H -3.50244 -1.48356 1.94162 -0.05 -0.17 -0.52
H -4.07224 -1.67257 -0.96519 -0.18 0.23 0.12
H -6.17282 -1.43696 -0.05075 0.12 0.43 0.50
H -5.54719 -0.25720 1.20310 0.23 -0.37 -0.39
H -5.36100 0.25744 -1.84627 0.04 0.22 0.65
H -7.40892 1.77830 -0.24587 0.01 -0.44 -0.54
H -7.59552 1.08992 -1.91647 0.19 -0.01 0.59
H -7.85554 0.06843 -0.44931 0.30 0.37 -0.41
H -5.16136 1.77929 0.52793 0.49 0.29 -0.30
H -0.13228 -2.48907 -2.48002 0.55 0.21 0.31
H 0.80860 -1.28302 -1.50349 -0.28 -0.60 0.03
H 4.66986 -2.50661 -2.67437 -0.46 0.37 0.13
H 3.99883 -1.48634 -1.32646 0.00 -0.15 -0.51
H 4.77027 -0.52122 -4.14326 -0.04 0.14 0.49
H 6.76512 -1.12162 -2.50982 -0.41 0.50 0.15
H 6.14842 0.28892 -1.51004 0.22 -0.38 -0.50
H 6.74174 0.50911 -3.21846 -0.29 -0.26 0.54
H 5.55320 3.05784 -2.36593 -0.65 0.31 0.03
H 4.36110 3.98944 -3.41241 0.14 -0.28 0.60
H 2.41841 2.30648 -1.41952 0.80 0.29 -0.50
F 0.41944 -1.46821 6.66801 -0.20 0.06 0.04

***

Entry 3:
77
Properties=species:S:1:pos:R:3:forces:R:3 method="wB97M-V/def2-TZVPD" charge=-1 orbital_gap_ev=7.82 e_tot_ha=-5623.9979
C -2.62411 0.97002 2.89679 0.11 0.18 0.22
C -1.94844 -0.37042 2.87778 0.61 -0.04 -0.04
F -1.73324 -0.67979 1.52308 0.04 -0.22 -0.25
P -0.30609 -0.22249 3.82664 -1.20 0.36 0.77
Br 0.72252 -2.02682 2.51931 0.22 -0.17 -0.54
O -0.60976 -1.45881 4.97407 0.04 0.03 -0.68
C 0.46391 -1.87268 5.74715 -0.45 0.28 0.90
C 1.57887 -0.80803 5.61508 0.22 0.31 0.53
I 1.44551 0.39295 7.61067 -0.09 0.12 0.31
C 3.07305 -1.30103 5.57974 -0.20 -0.54 0.09
F 3.86050 -0.75268 6.54891 -0.12 -0.10 -0.19
F 3.07053 -2.65755 5.82197 0.13 0.36 0.09
C 3.94151 -1.12617 4.31696 0.01 0.08 -0.22
F 3.61462 -1.97809 3.32595 0.01 0.25 0.09
F 3.90959 0.15077 3.86013 -0.04 -0.31 0.05
O 1.24507 0.06393 4.70756 0.56 -0.16 -1.12
H -3.46674 0.97721 3.56845 -0.26 0.08 0.37
H -1.93102 1.74614 3.19957 0.17 0.34 0.11
H -2.99034 1.22906 1.92344 -0.15 -0.11 -0.38
H -2.57540 -1.14360 3.29316 -0.12 -0.43 0.07
H -0.93466 0.71906 4.67394 0.17 0.23 -0.01
H 0.15828 0.74827 2.89601 0.21 -0.25 -0.03
H 0.77264 -2.90261 5.63295 0.26 -0.19 -0.83
H 0.11152 -1.79883 6.76119 -0.02 -0.25 0.53
H 4.96141 -1.36306 4.61817 0.15 0.07 0.08
C -4.56294 3.96920 -3.13120 -0.10 0.19 -0.09
C -4.22728 3.90853 -1.65466 -0.01 -0.18 -0.06
C -2.89478 3.27224 -1.32007 -0.07 -0.25 0.24
O -3.16359 2.68123 -0.02394 0.19 -0.05 -0.05
C -4.48002 2.41534 0.06010 -0.21 0.03 0.02
O -5.00899 1.74459 0.89984 0.19 0.38 -0.40
O -5.13714 3.01421 -0.95578 -0.11 0.15 -0.08
H -5.33725 3.23733 -3.33916 0.05 -0.08 -0.13
H -4.93512 4.94765 -3.43268 -0.03 0.03 0.12
H -3.69702 3.74289 -3.75130 0.00 -0.15 0.01
H -4.32221 4.88526 -1.17678 0.00 0.01 0.07
H -2.07254 3.97847 -1.23454 -0.04 0.03 0.15
H -2.61520 2.48189 -2.02292 -0.24 0.15 0.10
C 2.63250 0.28876 -1.49482 -0.15 0.13 0.11
C 1.18160 0.72169 -1.40204 0.09 -0.09 -0.08
C 0.17578 -0.40542 -1.33805 -0.05 0.07 -0.06
O -0.98096 0.19384 -1.95417 0.05 -0.53 0.28
C -0.56820 1.15781 -2.78056 -0.29 0.19 -0.18
O -1.31341 1.70758 -3.54091 0.41 0.14 -0.21
O 0.73314 1.42344 -2.61038 0.18 -0.04 0.17
H 3.03670 0.48198 -2.48439 -0.06 -0.04 -0.07
H 3.24460 0.82957 -0.77908 0.04 0.03 -0.03
H 2.72451 -0.77446 -1.27137 0.01 -0.02 -0.04
H 1.03470 1.41038 -0.56948 -0.10 0.03 -0.01
H -0.06360 -0.73019 -0.33608 -0.13 0.00 0.30
H 0.48454 -1.26577 -1.93850 0.02 0.06 -0.05
C -4.16049 -0.51478 -1.41104 -0.15 0.10 0.08
C -5.08207 -0.22818 -2.58698 0.23 -0.12 0.20
C -5.26280 -1.36450 -3.57385 -0.05 0.10 -0.06
O -5.50854 -0.67246 -4.80743 0.04 -0.13 0.02
C -4.92036 0.54849 -4.72085 -0.02 -0.07 0.08
O -4.78076 1.29181 -5.63837 -0.04 0.06 -0.05
O -4.53213 0.79078 -3.45725 -0.06 0.04 0.10
H -3.22119 0.02450 -1.52126 0.00 -0.13 -0.08
H -4.60905 -0.20446 -0.46993 -0.01 -0.02 -0.02
H -3.93818 -1.57929 -1.33044 0.07 -0.01 -0.06
H -6.04915 0.13905 -2.23721 -0.05 0.03 -0.09
H -6.10134 -2.01435 -3.33958 -0.07 0.03 -0.08
H -4.35444 -1.96081 -3.68206 0.05 0.02 0.05
C 8.23413 -3.03134 -1.57247 -0.01 -0.05 0.11
C 6.85786 -2.38837 -1.52428 0.09 -0.02 -0.08
C 6.02523 -2.52075 -2.78653 -0.03 0.02 0.07
O 5.22129 -1.33930 -2.75100 -0.01 -0.05 -0.15
C 5.88765 -0.39568 -2.04248 0.14 -0.20 0.13
O 5.58291 0.74696 -1.98178 0.09 0.17 -0.07
O 6.94940 -0.95211 -1.41145 0.01 -0.05 0.03
H 9.00390 -2.26420 -1.62051 -0.01 0.04 -0.09
H 8.41963 -3.63222 -0.68482 0.01 0.03 0.04
H 8.33628 -3.68774 -2.43705 0.00 0.05 -0.05
H 6.29517 -2.74243 -0.65925 -0.08 0.03 0.00
H 5.38885 -3.40103 -2.79835 -0.10 0.04 0.02
H 6.64059 -2.50038 -3.68958 0.06 -0.01 0.02

***

Entry 4:
62
Properties=species:S:1:pos:R:3:forces:R:3 method="wB97M-V/def2-TZVPD" multiplicity=4 relative_energy_kj_mol=67.35 s2=3.76 charge=+3 orbital_gap_ev="8.55 / 7.40" e_tot_ha=-4611.1544
Co -2.34116 0.31961 -5.07286 0.17 0.10 -0.24
C -4.41367 -3.34432 -4.89926 0.01 0.00 0.00
C -4.28511 -1.86945 -5.04610 0.04 -0.07 0.03
O -3.24163 -1.29397 -4.61183 -0.06 0.05 -0.03
N -5.26515 -1.18292 -5.60906 -0.02 0.01 0.01
C -5.33241 0.27644 -5.67676 0.00 0.01 0.00
C -4.58264 0.88510 -6.84087 -0.01 0.02 -0.01
C -5.23293 1.26558 -7.99663 0.00 0.00 0.01
C -4.50479 1.83169 -9.03628 0.01 0.00 0.00
C -3.13778 2.00200 -8.88834 -0.01 0.01 -0.01
C -2.54662 1.60160 -7.70813 0.01 -0.01 0.02
N -3.25011 1.05838 -6.69981 -0.10 -0.05 0.07
H -4.26046 -3.60006 -3.85071 -0.01 0.00 0.00
H -3.62152 -3.82704 -5.47266 0.00 0.00 0.00
H -5.37954 -3.71773 -5.22896 0.00 0.00 0.00
H -6.07182 -1.70407 -5.92195 0.00 0.00 0.00
H -4.97086 0.68587 -4.72803 0.01 0.00 0.00
H -6.38327 0.54828 -5.74287 0.00 0.00 0.00
H -6.30256 1.13012 -8.08364 0.00 0.00 0.00
H -5.00273 2.13823 -9.94663 0.00 0.00 0.00
H -2.53391 2.43968 -9.67014 0.00 0.00 0.00
H -1.48137 1.71518 -7.55222 0.00 0.00 0.00
C 1.12555 -3.05736 9.07590 0.01 -0.01 -0.01
C 1.77482 -2.90429 7.71244 -0.02 -0.01 0.01
C 3.23413 -2.45455 7.73737 -0.02 -0.02 0.02
C 3.67799 -2.10325 6.31086 0.00 -0.01 -0.10
Ge 2.15452 -1.06368 5.73842 0.03 -0.02 0.19
C 1.85256 0.65038 6.56790 0.04 0.05 0.00
C 3.17906 1.41610 6.71618 -0.01 0.00 0.00
C 2.97681 2.76011 7.41058 -0.01 0.00 0.00
C 4.28414 3.52383 7.57117 0.00 0.00 0.00
H 0.08454 -3.36331 8.99543 0.00 0.00 0.01
H 1.17796 -2.12941 9.64527 -0.01 0.00 0.00
H 1.65761 -3.82501 9.63973 0.01 0.00 -0.01
H 1.13779 -2.13672 7.15559 0.01 0.01 0.00
H 1.66625 -3.81074 7.11244 0.01 0.00 0.00
H 3.85732 -3.24106 8.16374 0.00 0.00 -0.01
H 3.33773 -1.58381 8.39035 0.00 0.00 0.00
H 3.77399 -2.98446 5.67754 0.02 -0.02 0.03
H 4.60761 -1.53787 6.26811 -0.01 0.02 0.00
H 1.28874 -1.52351 4.56377 0.00 0.01 0.00
H 1.41196 0.46352 7.55213 0.00 -0.01 0.00
H 1.11689 1.21531 5.99480 0.00 -0.02 -0.03
H 3.63566 1.58337 5.73470 0.00 0.00 0.00
H 3.89279 0.81840 7.29188 0.00 0.00 0.00
H 2.52040 2.58698 8.38926 0.00 0.00 0.00
H 2.26186 3.35587 6.83645 0.00 0.00 0.00
H 5.00101 2.95852 8.16863 0.00 0.00 0.00
H 4.11883 4.47771 8.06902 0.00 0.00 0.00
H 4.74237 3.72976 6.60235 0.00 0.00 0.00
N 4.93175 1.37589 -5.12701 0.00 0.00 0.00
C 3.79500 1.21917 -5.11612 0.00 -0.01 0.00
C 2.37470 1.01853 -5.09150 0.00 0.00 0.00
C 1.84110 -0.25913 -5.24170 0.01 0.01 0.00
C 0.47266 -0.40979 -5.20246 0.00 0.00 0.00
N -0.36253 0.63163 -5.02637 -0.09 -0.06 0.05
C 0.15895 1.86523 -4.87952 -0.01 -0.01 0.01
C 1.51451 2.10016 -4.90815 0.01 0.00 0.00
H 2.48162 -1.11744 -5.38555 0.00 0.00 0.00
H 0.02259 -1.38856 -5.30996 -0.01 0.00 0.00
H -0.53719 2.68207 -4.73273 0.00 0.00 0.00
H 1.89806 3.10318 -4.78718 0.00 0.00 0.00